Density functional theory data (ωB97M-V/def2-TZVPD) for a 6-piece molecular cluster, C39H66BrFN2O30P6S overall.

XYZ file:
```
146
Properties=species:S:1:pos:R:3:forces:R:3:lowdin_charge:R:1
Br -3.781098 -9.257437 3.090523 -0.4 0.4 0.2 0.40
S 1.721105 -1.512965 2.729163 3.3 -0.1 -0.1 0.69
P -7.600832 9.279221 -0.347639 6.1 -3.5 1.2 0.56
P -3.760999 4.582201 2.975387 -4.8 -2.6 -4.4 0.54
P 4.556155 4.082453 1.849359 -0.2 2.5 6.4 0.55
P 4.016320 -4.175817 -6.157725 4.4 -5.1 1.7 0.55
P -5.327176 -8.568069 1.576866 -0.1 -1.0 -1.1 0.65
P 6.709337 1.317746 -3.525851 -1.7 5.8 -3.1 0.54
F 0.030968 -8.758282 2.760736 0.2 -0.1 0.0 -0.06
O 3.315536 5.056648 2.221741 0.1 0.1 -0.5 -0.25
O 4.249694 -5.450929 -6.886250 -0.9 0.7 -0.2 -0.25
O 5.784559 1.485026 -4.677707 0.4 -1.0 0.5 -0.25
O 8.124989 0.909015 -4.311145 -0.8 -2.3 2.3 -0.25
O 1.035942 -3.718351 -0.308415 0.2 -0.4 0.4 -0.06
O 7.297060 2.717522 -2.959337 -0.1 -0.2 0.5 -0.27
O -7.109602 10.869539 -0.128050 -3.2 -0.1 -0.7 -0.26
O -8.525770 8.050612 -0.978210 -1.6 2.9 -0.2 -0.22
O 2.586394 -1.109596 1.650072 -1.0 0.7 -1.0 -0.30
O -3.546071 3.697059 1.795055 0.9 0.5 0.6 -0.27
O -6.720659 -8.680046 2.416765 1.1 0.6 0.2 -0.35
O -3.422597 6.069689 2.281893 1.8 -0.5 2.6 -0.25
O 5.278342 5.344346 1.052966 -1.0 -2.4 -2.0 -0.22
O 3.648538 2.679006 1.926054 1.1 0.5 -2.9 -0.26
O 5.489143 3.852710 2.984223 0.0 -0.6 -1.0 -0.25
O 3.019822 -4.630415 -1.075904 -0.5 -0.9 0.9 -0.11
O -7.165921 -6.093995 2.178306 -0.4 0.2 -0.1 0.03
O -6.545252 9.024577 -1.548163 -0.5 -0.1 -0.3 -0.25
O 5.519159 -3.958460 -0.319505 0.8 -0.2 -0.1 -0.05
O -3.791793 3.478066 4.216551 1.9 2.5 0.7 -0.22
O 5.025617 -3.135338 -6.960355 -3.0 1.4 0.5 -0.22
O -7.173869 8.701560 0.955385 -1.0 0.7 -0.1 -0.25
O -4.794534 -1.813814 0.459982 0.2 0.0 0.4 0.17
O 2.617535 -4.571817 -5.319157 -0.4 2.7 -1.7 -0.25
O 2.275159 -2.678204 3.367176 -1.4 -0.5 0.8 -0.30
O -5.308793 4.922239 3.263117 0.3 -0.1 0.5 -0.25
O -1.449458 -4.980844 -0.604486 0.1 0.1 0.2 0.15
O 5.678346 1.277283 -2.229289 2.0 -2.4 0.2 -0.23
O 4.920654 -4.018597 -4.820483 -0.1 0.5 -0.4 -0.25
O -0.779809 0.324816 3.024096 0.2 -0.6 0.2 0.06
N -1.723709 0.493436 5.275770 0.5 -0.7 -0.5 0.22
N -8.658915 -6.912953 0.408423 0.4 0.8 0.7 0.20
C 6.026968 5.005660 -0.133178 0.2 0.0 -0.1 -0.11
C -2.284649 -1.142644 1.980327 -0.9 0.6 -0.1 0.09
C -3.404963 -5.008733 0.762842 0.4 -0.2 0.0 -0.01
C -0.723643 -8.752384 1.593140 -0.1 0.2 -0.1 -0.24
C -5.889259 -5.778964 1.670830 0.5 0.5 -0.3 -0.22
C -1.459601 -7.421648 1.526743 0.1 -0.2 -0.6 -0.19
C -1.605623 -3.213782 1.046529 -0.2 -0.3 -0.2 0.01
C 2.367926 4.691867 3.212066 -0.1 -0.1 0.0 -0.12
C -2.617270 -7.408331 0.506806 -0.3 0.3 0.0 -0.17
C -5.628149 -4.441605 1.516603 -0.5 0.3 0.0 0.08
C -0.993697 -0.912356 2.371013 0.1 0.1 -0.1 -0.18
C -4.024507 -2.625288 0.907259 -0.3 -0.1 -0.1 -0.26
C -1.269383 0.308177 4.227969 -0.5 1.0 0.5 -0.33
C -2.727985 7.034741 3.098416 -0.2 0.1 0.0 -0.11
C -4.388119 -4.076936 1.066429 0.9 0.7 0.0 -0.07
C 0.749516 -4.005927 1.048422 0.0 0.2 0.0 -0.13
C -2.584631 3.355511 4.989905 0.0 0.1 0.1 -0.13
C -9.954267 8.203689 -0.876284 -0.1 -0.1 0.1 -0.11
C -6.096436 5.646211 2.316513 0.0 0.3 -0.1 -0.10
C 1.796609 -0.191118 3.923278 -1.0 0.0 0.6 -0.10
C 1.630078 -3.530831 -5.162577 0.1 0.0 0.2 -0.11
C 8.976971 -0.059456 -3.651181 0.2 0.2 0.0 -0.10
C 4.748801 -4.950867 -3.751753 -0.1 -0.1 0.1 -0.11
C -4.946508 -6.750573 1.359149 -0.1 -0.8 1.1 -0.25
C 4.851646 -4.951892 0.415859 -1.5 0.1 0.0 -0.23
C 4.395324 -2.263874 -7.923317 0.0 0.0 -0.2 -0.11
C -7.999798 -6.444336 1.239082 -0.3 -1.1 -0.7 -0.33
C 3.770112 -5.653979 -0.433415 1.4 0.6 0.4 -0.18
C -2.619180 -2.297125 1.321567 0.4 -0.6 -0.1 -0.04
C 1.631093 -4.783733 -0.988884 -0.4 0.7 -1.6 -0.24
C 8.112769 3.554465 -3.769618 0.2 0.0 -0.1 -0.11
C -7.958208 11.901862 -0.673119 0.2 0.0 -0.1 -0.11
C -3.674034 -6.378996 0.885381 -0.1 0.0 -0.3 -0.14
C 3.238051 2.103821 0.662954 -0.3 0.1 0.1 -0.09
C -2.056476 -4.466405 0.299960 -0.3 0.0 0.2 -0.22
C -0.283476 -2.970803 1.443545 0.4 -0.8 -0.2 -0.06
C 5.353705 -0.022014 -1.692060 -0.1 -0.2 0.0 -0.10
C -5.227546 9.556352 -1.502168 0.1 0.2 0.0 -0.11
C 0.043599 -1.810770 2.142610 -0.5 0.5 0.4 -0.09
H 2.660561 1.206519 0.870444 0.1 0.0 0.1 0.06
H 3.888676 -2.846437 -8.696843 0.0 0.0 0.0 0.09
H -3.055993 -0.411338 2.201142 0.1 0.1 0.0 0.16
H 7.782915 3.552483 -4.808555 0.0 -0.1 0.0 0.09
H 3.681905 -1.596851 -7.436642 0.0 0.1 0.0 0.08
H 5.526319 -5.713737 0.806372 0.3 0.3 -0.1 0.12
H -10.419990 7.321678 -1.307456 0.1 0.0 0.0 0.09
H 2.612798 2.812646 0.111877 0.1 -0.1 -0.1 0.10
H 0.961371 -0.275442 4.618837 0.1 0.0 0.1 0.05
H -1.807115 -7.143825 2.520565 0.0 -0.1 0.0 0.10
H -2.348820 4.294328 5.497159 0.0 0.0 0.0 0.08
H -0.732707 -6.688568 1.181514 0.0 0.2 0.3 0.08
H -2.737805 2.589680 5.740443 -0.1 0.0 -0.1 0.06
H -1.747707 3.064707 4.350112 0.0 0.0 0.0 0.07
H -0.041974 -8.869213 0.745694 0.0 0.0 0.1 0.12
H 2.047693 -2.682929 -4.611048 -0.1 0.0 0.0 0.09
H -2.262080 -7.114746 -0.480279 0.2 -0.1 0.1 0.12
H 1.584531 4.072917 2.771696 0.0 -0.1 0.1 0.08
H 1.270503 -3.194340 -6.136717 -0.1 0.0 0.0 0.08
H 6.251742 -0.522603 -1.325292 0.0 0.0 0.0 0.09
H 4.684746 0.120538 -0.849247 0.0 0.0 -0.1 0.06
H 3.188229 -6.265823 0.262258 -0.3 -0.1 -0.3 0.12
H 6.833010 4.307106 0.103150 0.0 0.0 0.0 0.09
H 1.265251 -4.699486 -2.018687 -0.1 0.0 0.1 0.14
H 9.852810 -0.219752 -4.274214 -0.1 0.1 -0.1 0.09
H 1.798170 0.795690 3.467769 0.0 -0.1 -0.2 0.07
H -6.670119 -8.079870 3.175247 -0.5 -0.2 0.2 0.06
H 9.153427 3.237693 -3.706318 0.0 0.0 -0.1 0.08
H -5.964869 6.716236 2.461820 0.0 0.0 -0.1 0.07
H 4.117074 1.834593 0.078824 -0.1 0.0 -0.1 0.06
H -7.504924 12.864701 -0.452277 0.1 -0.1 0.0 0.09
H -7.141792 5.402447 2.493744 0.1 -0.1 0.1 0.09
H 8.035899 4.568421 -3.380544 -0.1 -0.1 0.1 0.08
H -4.601056 8.941096 -2.145078 -0.1 -0.1 0.0 0.09
H -5.221127 10.576385 -1.885752 0.1 0.0 0.1 0.08
H 0.291444 -4.991754 1.143640 0.0 -0.1 -0.1 0.10
H -5.844480 5.374227 1.291860 0.1 0.0 0.0 0.09
H -1.748831 6.652136 3.394509 0.0 0.1 0.0 0.08
H 9.299659 0.317896 -2.676236 0.0 0.0 0.0 0.09
H 1.914189 5.607172 3.588979 0.1 0.1 -0.1 0.09
H 4.939439 -3.196227 -0.386269 -0.2 -0.1 0.0 0.08
H 5.166960 -1.656999 -8.387573 0.1 -0.1 0.1 0.09
H 2.694799 -0.347834 4.517953 0.2 -0.3 -0.4 0.09
H 4.556870 -5.956489 -4.129677 0.0 0.0 -0.1 0.09
H -2.589380 7.938294 2.510538 -0.1 -0.1 -0.1 0.09
H 3.934077 -4.628605 -3.112100 0.0 -0.1 0.0 0.06
H -8.049228 11.792630 -1.757924 0.0 0.1 0.0 0.09
H -10.292718 9.078542 -1.434633 -0.1 -0.1 0.0 0.08
H 8.455132 -1.006631 -3.524857 0.0 -0.1 0.0 0.08
H 5.662876 -4.971101 -3.160433 0.1 0.2 -0.1 0.09
H -6.374155 -3.692496 1.748766 0.0 0.0 0.0 0.15
H -4.820520 9.533648 -0.491089 -0.1 0.0 0.0 0.09
H 4.863919 -0.650776 -2.439725 0.0 0.1 0.0 0.09
H 4.314606 -4.474013 1.247014 0.2 -0.2 0.2 0.12
H 6.457209 5.920305 -0.532660 -0.1 0.1 0.1 0.09
H 1.632991 -4.017910 1.690725 0.0 0.3 -0.1 0.11
H 5.376704 4.570303 -0.893645 0.1 0.0 0.0 0.08
H -10.261677 8.292798 0.168743 0.0 0.0 0.0 0.09
H -1.384237 -9.618381 1.617296 -0.1 0.1 0.1 0.07
H -3.065319 -8.393915 0.365890 0.0 0.0 0.3 0.07
H 2.838538 4.166644 4.044395 0.0 0.0 0.0 0.09
H 0.792902 -3.938982 -4.601172 0.1 -0.1 0.0 0.08
H -8.948388 11.864713 -0.215249 0.0 0.1 0.0 0.08
H -3.313989 7.278024 3.989477 0.0 0.1 0.0 0.09
H 1.297408 -5.759488 -0.619703 0.3 0.1 0.3 0.13
H 4.274378 -6.276435 -1.180082 -0.3 -0.1 -0.1 0.12
```
Positions in Å, forces in eV/Å.

Summary:
- LUMO: -1.916 eV
- Strongest force on any atom: 7.18 eV/A
- Multiplicity: 1
- M: 1359.8 g/mol

=====

Density functional theory data (ωB97M-V/def2-TZVPD) for a 9-piece molecular cluster, C37H61F2NO14 overall.

XYZ file:
```
115
Properties=species:S:1:pos:R:3:forces:R:3:lowdin_charge:R:1
F 11.381151 -1.714035 -5.736847 -0.2 -0.2 -0.5 0.05
F 13.017840 -8.357093 -10.348520 0.3 -0.1 -0.1 0.06
O 12.992573 -2.559080 -18.520734 0.3 -0.1 0.7 0.10
O 9.954394 -6.703786 -16.214956 -0.3 -0.2 -0.3 -0.01
O 17.388100 -2.613444 -8.048832 -0.5 0.3 -0.4 0.10
O 7.404780 -7.424845 -5.975296 -0.8 0.7 0.2 -0.01
O 10.988102 -5.684107 -9.823916 0.2 0.3 0.8 0.04
O 15.238645 -2.274598 -7.447811 -0.4 0.5 -0.1 0.00
O 6.645590 -7.444637 -8.105941 -1.1 -0.7 0.1 0.10
O 10.013564 -4.961686 -11.590297 -0.4 0.6 0.1 0.07
O 16.041572 -8.580505 -12.071597 0.4 0.1 0.4 0.09
O 11.399505 -2.614035 -16.917945 0.4 -0.8 0.5 -0.02
O 16.594022 -8.952893 -9.926700 0.1 -0.4 1.4 -0.01
O 7.596439 -8.952417 -13.461050 -0.4 0.5 -0.3 -0.02
O 9.612477 -9.708949 -12.773054 0.5 0.5 0.1 0.10
O 10.847668 -5.426181 -14.618058 0.1 0.2 -0.1 0.08
N 10.990035 -5.319789 -10.976384 0.0 -1.1 -1.2 -0.42
C 8.551117 -9.873147 -13.306429 -0.8 -0.5 0.0 -0.57
C 12.141921 -3.508570 -4.490023 0.3 -0.8 0.2 -0.02
C 6.660587 -9.707709 -5.730398 -0.8 0.1 0.7 -0.06
C 16.118945 -9.303001 -11.102425 -0.9 -0.2 -1.5 -0.56
C 12.213456 -1.158914 -15.238332 0.6 -0.4 0.4 -0.06
C 10.992863 -8.685351 -9.213796 -0.2 -0.4 -0.2 -0.02
C 12.212695 -5.573046 -11.789803 0.3 0.2 0.1 0.06
C 17.064050 -7.628198 -9.683977 0.0 1.0 -0.6 -0.20
C 11.634061 -3.045979 -5.701678 0.4 0.6 1.2 -0.28
C 15.572833 -10.721164 -11.151239 -0.2 0.5 0.9 0.03
C 12.354791 -2.558209 -15.810505 -0.8 0.3 0.1 -0.18
C 10.311819 -9.027811 -8.050727 0.7 1.2 0.2 -0.06
C 7.478088 -7.305929 -11.658594 1.3 -0.2 1.1 -0.05
C 8.037837 -11.199228 -13.806042 0.4 -0.3 0.1 0.02
C 15.970204 -6.578589 -9.817627 -0.5 -0.6 0.1 -0.07
C 12.373351 -8.647688 -9.203922 -0.3 -0.3 0.7 -0.28
C 7.343548 -6.995847 -7.239782 1.0 0.7 -0.8 -0.57
C 14.770519 -2.022629 -8.773940 -1.0 -0.1 -0.4 -0.20
C 10.880495 -3.474328 -19.056069 -0.1 0.0 0.6 0.02
C 14.218857 -3.292022 -9.407697 0.0 0.4 -0.5 -0.06
C 7.881141 -7.579866 -13.071699 1.1 -0.5 -1.5 -0.19
C 10.027792 -5.592229 -15.486754 -0.2 -0.1 0.0 -0.54
C 13.102796 -8.916878 -8.047890 0.4 -0.1 -0.5 -0.02
C 8.322684 -5.925397 -7.591713 1.3 0.6 0.2 0.02
C 11.921963 -5.171823 -6.715851 -0.4 0.5 -0.2 -0.09
C 11.494595 -3.828442 -6.816497 0.7 -0.5 -0.1 -0.02
C 8.912525 -4.660253 -15.869963 -0.5 0.4 0.0 0.03
C 16.772610 -2.822432 -5.753800 -0.1 -0.5 0.0 0.02
C 11.036470 -9.154922 -6.869682 -0.4 -0.5 0.1 -0.09
C 16.509613 -2.528791 -7.225623 1.6 -0.9 0.9 -0.55
C 11.890387 -2.850084 -18.127462 0.0 0.5 -1.7 -0.56
C 12.430630 -9.131655 -6.861162 -1.1 0.2 0.0 -0.10
C 12.361449 -5.672958 -5.511306 0.2 0.0 0.2 -0.09
C 6.274027 -8.221730 -5.560174 1.3 -1.8 -0.2 -0.19
C 10.946117 -7.732070 -16.065473 0.5 0.7 -0.4 -0.21
C 10.480086 -8.964224 -16.803393 1.7 -0.7 0.5 -0.06
C 12.475028 -4.845377 -4.392910 0.2 -0.4 -0.6 -0.08
H 12.933317 -5.266478 -3.507159 -0.1 0.2 0.2 0.10
H 7.425128 -6.956578 -13.843225 -0.7 -0.1 0.3 0.12
H 11.266717 -7.859893 -15.029223 -0.8 -0.3 0.2 0.12
H 13.917969 -1.362055 -8.608150 0.1 0.1 0.0 0.12
H 12.713806 -6.694369 -5.458790 -0.1 0.0 0.0 0.08
H 14.949490 -3.991292 -9.808152 0.3 0.0 0.4 0.05
H 12.514766 -0.417148 -15.975190 -0.2 0.0 -0.1 0.08
H 9.233945 -8.932876 -8.045155 -0.1 -0.4 0.0 0.10
H 11.189529 -1.011493 -14.902101 0.0 0.2 -0.1 0.08
H 6.152063 -8.056955 -4.494182 -0.2 0.4 -0.1 0.12
H 7.387616 -8.225597 -11.073590 -1.0 -0.2 -0.5 0.09
H 5.385555 -8.011167 -6.146770 0.1 0.4 0.0 0.12
H 8.937146 -7.448198 -13.336767 0.1 0.1 0.9 0.11
H 13.547642 -3.779461 -8.702884 0.0 -0.2 -0.1 0.06
H 9.946028 -2.913316 -19.042915 0.0 0.0 0.0 0.09
H 8.959424 -4.286740 -16.892650 0.5 -0.1 0.0 0.07
H 13.078996 -5.285271 -11.201309 0.0 -0.1 0.0 0.08
H 8.864115 -3.801601 -15.205152 0.1 -0.1 0.1 0.09
H 11.259252 -3.341466 -7.753505 -0.3 -0.2 -0.1 0.12
H 8.343822 -6.960417 -11.078667 -0.2 0.9 -0.4 0.06
H 5.731845 -10.272995 -5.593922 0.1 -0.2 -0.3 0.08
H 15.955142 -3.420911 -5.348101 -0.2 0.4 0.1 0.08
H 10.690528 -4.471547 -18.651008 -0.2 -0.1 -0.3 0.08
H 7.316795 -10.050861 -4.929561 0.2 0.2 0.0 0.07
H 17.886661 -7.439911 -10.376786 0.0 0.1 0.1 0.13
H 7.959496 -5.192409 -15.857062 0.1 -0.1 0.3 0.09
H 11.997186 -3.352420 -15.154201 0.0 0.3 0.3 0.10
H 10.432444 -8.507393 -10.123037 0.2 0.1 -0.1 0.11
H 8.716554 -11.983500 -13.477258 -0.1 0.0 0.1 0.09
H 17.416195 -7.577887 -8.656036 0.2 -0.5 -0.1 0.12
H 15.585623 -6.528899 -10.833978 0.1 0.2 0.0 0.07
H 17.660860 -3.440337 -5.634839 0.1 0.2 -0.4 0.08
H 10.484512 -9.352018 -5.958218 0.1 0.1 0.1 0.10
H 7.042997 -11.358062 -13.396617 0.0 -0.1 -0.1 0.09
H 10.497216 -8.858212 -17.885171 -0.5 0.3 0.0 0.08
H 9.161764 -5.823955 -6.901676 -0.2 -0.2 0.2 0.07
H 16.066866 -11.284462 -11.935420 0.0 -0.1 0.0 0.09
H 15.627592 -11.204003 -10.175570 0.4 -0.1 -0.1 0.08
H 12.413282 -2.899989 -3.639048 -0.5 0.5 -0.2 0.12
H 7.989277 -11.249642 -14.893216 -0.1 0.2 0.0 0.08
H 11.283034 -3.507035 -20.061339 0.0 -0.1 0.0 0.09
H 15.448065 -1.484857 -9.434514 0.5 -0.2 0.4 0.13
H 11.935701 -5.825643 -7.578691 -0.2 0.1 -0.1 0.09
H 11.871257 -7.353570 -16.519647 -0.2 -0.1 -0.3 0.13
H 14.501918 -10.639811 -11.341502 0.1 0.1 -0.4 0.08
H 14.177315 -9.054182 -8.087904 0.0 0.4 -0.1 0.11
H 7.118953 -9.957106 -6.682718 -0.2 0.2 -0.2 0.07
H 6.641990 -6.623975 -11.566462 -0.1 -0.2 0.2 0.08
H 15.140710 -6.905981 -9.182728 -0.1 0.2 0.0 0.07
H 12.920961 -9.222105 -5.902058 0.3 -0.2 -0.2 0.10
H 16.928728 -1.920715 -5.164548 -0.3 0.1 -0.1 0.09
H 12.213733 -6.640818 -11.997307 0.1 0.0 0.2 0.10
H 7.910944 -4.918972 -7.683361 -0.5 -0.2 0.2 0.10
H 12.873066 -1.018909 -14.377601 -0.1 -0.1 0.0 0.08
H 13.362377 -2.835604 -16.112294 0.0 0.3 -0.4 0.12
H 9.600483 -9.471701 -16.420025 -0.3 0.3 0.0 0.07
H 11.326568 -9.644710 -16.621895 -0.3 -0.3 0.0 0.09
H 13.653424 -2.980577 -10.291907 -0.2 0.0 0.1 0.08
H 8.761233 -6.120648 -8.569790 -0.2 -0.2 0.0 0.06
H 16.299340 -5.605166 -9.461952 0.2 0.0 -0.1 0.07
H 12.128864 -5.038853 -12.727194 -0.1 0.1 0.1 0.07
```
Positions in Å, forces in eV/Å.

Summary:
- ΔE to the lowest compared entry with this formula, charge and spin: 86.1 kJ/mol
- LUMO: 0.384 eV
- Strongest force on any atom: 2.20 eV/A
- Multiplicity: 1
- M: 781.9 g/mol

=====

Ordered frontier orbital gap results: 7.8, 9.6; unit eV.
Ordered HOMO level results: -9.70, -9.22; unit eV.